Record 1
Molecular formula: C2H6BrPS
Method: DFT, ωB97M-V/def2-TZVPD

Geometry as ORCA input:
```
! wB97M-V def2-TZVPD RIJCOSX def2/J DEFGRID3
* xyz 0 3
C -0.114 -1.575 -0.566
C 0.705 1.290 1.337
P -0.820 0.212 -0.572
S -2.709 0.312 -0.750
Br 0.354 0.989 -2.326
H -0.692 -1.980 0.128
H -0.074 -1.986 -1.558
H 0.896 -1.535 -0.152
H 0.503 2.380 1.066
H 0.238 0.890 2.298
H 1.712 1.004 1.094
*
```

Summary:
Highest occupied orbital energy (spin up / spin down) in eV: -7.116 / -9.630
HOMO-LUMO gap (spin up / spin down) in Ha: 0.2834 / 0.2553
E in eV: -92334.9259
Relative energy (zero: lowest compared OMol25 entry of this formula, charge and spin) in eV: 0.000
Largest force on an atom in hartree/bohr: 0.088


Record 2
Molecular formula: C2H6Cl2NO3Sn2
Method: DFT, ωB97M-V/def2-TZVPD

Geometry as ORCA input:
```
! wB97M-V def2-TZVPD RIJCOSX def2/J DEFGRID3
* xyz 3 1
Sn -2.404 3.154 0.245
Sn -3.287 -1.251 1.188
O -1.212 0.491 0.064
H -0.393 0.270 -0.421
C 1.107 -0.012 2.814
N 0.807 -1.429 2.540
O -0.392 -1.705 2.542
O 1.680 -2.137 2.124
H 1.237 0.170 3.881
H 0.285 0.569 2.396
H 2.024 0.107 2.237
C 0.060 0.536 -3.964
Cl 1.732 -0.074 -3.744
Cl -0.914 -0.955 -3.786
H -0.197 1.260 -3.190
H -0.134 1.007 -4.928
*
```

Summary:
Highest occupied orbital energy in eV: -17.628
HOMO-LUMO gap in Ha: 0.0799
E in eV: -46470.6503
Relative energy (zero: lowest compared OMol25 entry of this formula, charge and spin) in eV: 1.699
Largest force on an atom in hartree/bohr: 0.065


Record 3
Molecular formula: C2H6Cl2O
Method: DFT, ωB97M-V/def2-TZVPD

Geometry as ORCA input:
```
! wB97M-V def2-TZVPD RIJCOSX def2/J DEFGRID3
* xyz 0 1
Cl 0.858 -1.549 -1.341
C 0.350 0.192 -1.111
C 1.372 0.811 -0.197
Cl 1.359 -0.043 1.359
H 0.435 0.636 -2.122
H -0.710 0.265 -0.800
H 2.412 0.829 -0.575
H 1.090 1.850 0.062
O -2.752 -1.164 1.538
H -2.486 -0.244 1.311
H -1.929 -1.583 1.877
*
```

Summary:
Highest occupied orbital energy in eV: -10.780
SMILES string: ClCCCl.O
HOMO-LUMO gap in Ha: 0.4192
E in eV: -29263.6101
Relative energy (zero: lowest compared OMol25 entry of this formula, charge and spin) in eV: 0.283
Largest force on an atom in hartree/bohr: 0.028


Record 4
Molecular formula: C2H6ClCuFNO3PS
Method: DFT, ωB97M-V/def2-TZVPD

Geometry as ORCA input:
```
! wB97M-V def2-TZVPD RIJCOSX def2/J DEFGRID3
* xyz 1 1
C 2.140 0.867 0.335
C 0.863 0.397 -0.381
N -0.117 -0.058 0.679
P -1.569 0.943 0.866
O -2.357 0.884 -0.579
Cl -0.724 2.805 0.888
S -0.470 -1.651 0.505
O -0.930 -1.978 -0.821
O 0.682 -2.358 0.815
F -1.535 -2.033 1.512
H 2.862 0.056 0.387
H 1.916 1.175 1.351
H 2.572 1.687 -0.235
H 0.441 1.180 -1.003
H 1.131 -0.461 -0.992
H -3.135 0.320 -0.426
Cu -1.770 -1.775 -2.901
*
```

Summary:
Highest occupied orbital energy in eV: -13.317
HOMO-LUMO gap in Ha: 0.2562
E in eV: -89799.7481
Relative energy (zero: lowest compared OMol25 entry of this formula, charge and spin) in eV: 0.767
Largest force on an atom in hartree/bohr: 0.053


Record 5
Molecular formula: C2H6ClIN2
Method: DFT, ωB97M-V/def2-TZVPD

Geometry as ORCA input:
```
! wB97M-V def2-TZVPD RIJCOSX def2/J DEFGRID3
* xyz 0 1
C -1.272 0.739 0.473
C -0.260 0.513 -0.797
N 0.974 -1.912 -0.147
N 1.229 0.327 -0.570
Cl 1.917 0.858 0.822
I 1.135 -2.026 1.756
H -0.787 1.071 1.414
H -1.796 1.704 0.174
H -1.877 -0.235 0.449
H -0.648 -0.364 -1.439
H -0.325 1.455 -1.329
H 1.709 -2.129 -0.805
*
```

Summary:
Highest occupied orbital energy in eV: -8.601
HOMO-LUMO gap in Ha: 0.2736
E in eV: -25768.7139
Relative energy (zero: lowest compared OMol25 entry of this formula, charge and spin) in eV: 3.215
Largest force on an atom in hartree/bohr: 0.066


Record 6
Molecular formula: C2H6ClIN2
Method: DFT, ωB97M-V/def2-TZVPD

Geometry as ORCA input:
```
! wB97M-V def2-TZVPD RIJCOSX def2/J DEFGRID3
* xyz 0 1
C -1.179 0.511 -0.856
C -0.777 -0.144 0.545
N 0.464 -0.845 0.657
Cl 0.700 -1.931 -0.815
N 1.708 0.375 0.673
I 3.295 0.172 -0.530
H -2.256 0.371 -1.017
H -1.105 1.676 -0.798
H -0.659 0.035 -1.694
H -0.818 0.480 1.407
H -1.377 -1.045 0.763
H 2.005 0.344 1.665
*
```

Summary:
Highest occupied orbital energy in eV: -8.732
SMILES string: CCN(Cl)NI
HOMO-LUMO gap in Ha: 0.3159
E in eV: -25770.5395
Relative energy (zero: lowest compared OMol25 entry of this formula, charge and spin) in eV: 1.389
Largest force on an atom in hartree/bohr: 0.083


Record 7
Molecular formula: C2H6ClN3
Method: DFT, ωB97M-V/def2-TZVPD

Geometry as ORCA input:
```
! wB97M-V def2-TZVPD RIJCOSX def2/J DEFGRID3
* xyz 2 1
C -0.441 -1.245 -0.148
C 0.618 0.451 1.402
N -1.576 -1.761 -0.137
N 1.442 2.193 -0.251
N -0.109 -0.368 0.825
Cl 0.980 1.204 2.696
H 0.316 -1.532 -0.774
H -1.926 -2.600 -0.591
H -2.179 -1.344 0.580
H 1.591 1.463 -1.084
H 0.572 2.669 -0.156
H 2.197 3.039 -0.124
*
```

Summary:
Highest occupied orbital energy (spin up / spin down) in eV: -18.857 / -18.855
HOMO-LUMO gap (spin up / spin down) in Ha: 0.2857 / 0.2857
E in eV: -19141.9900
Relative energy (zero: lowest compared OMol25 entry of this formula, charge and spin) in eV: 3.361
Largest force on an atom in hartree/bohr: 0.105


Record 8
Molecular formula: C2H6ClN3
Method: DFT, ωB97M-V/def2-TZVPD

Geometry as ORCA input:
```
! wB97M-V def2-TZVPD RIJCOSX def2/J DEFGRID3
* xyz 2 1
C 1.038 -0.420 0.198
C -1.929 0.395 -0.168
N 0.248 -0.177 -0.814
N 2.160 -0.966 -0.081
N -1.677 1.337 0.621
Cl -3.000 -0.605 -0.677
H 0.754 0.035 1.250
H 0.220 -0.805 -1.645
H 2.873 -0.940 0.677
H 2.485 -1.328 -0.997
H -0.680 1.528 0.699
H -2.491 1.947 0.938
*
```

Summary:
Highest occupied orbital energy (spin up / spin down) in eV: -19.299 / -19.548
HOMO-LUMO gap (spin up / spin down) in Ha: 0.2844 / 0.2986
E in eV: -19141.5760
Relative energy (zero: lowest compared OMol25 entry of this formula, charge and spin) in eV: 3.775
Largest force on an atom in hartree/bohr: 0.090


Record 9
Molecular formula: C2H6ClN3O
Method: DFT, ωB97M-V/def2-TZVPD

Geometry as ORCA input:
```
! wB97M-V def2-TZVPD RIJCOSX def2/J DEFGRID3
* xyz 0 1
C -1.208 -0.980 0.149
C 0.041 1.324 0.491
N -1.153 -1.369 -1.176
N 1.845 -0.119 0.533
N 1.310 1.058 0.062
O -1.909 -1.509 0.979
Cl -0.834 2.390 -0.473
H -0.118 1.349 1.605
H -0.337 -1.070 -1.756
H -2.056 -1.561 -1.529
H 1.952 0.216 1.525
H 1.104 -0.905 0.506
H 1.362 1.177 -0.916
*
```

Summary:
Highest occupied orbital energy (spin up / spin down) in eV: -7.952 / -7.331
HOMO-LUMO gap (spin up / spin down) in Ha: 0.3066 / 0.2676
E in eV: -21207.5877
Relative energy (zero: lowest compared OMol25 entry of this formula, charge and spin) in eV: 2.075
Largest force on an atom in hartree/bohr: 0.047


Record 10
Molecular formula: C2H6ClNO
Method: DFT, ωB97M-V/def2-TZVPD

Geometry as ORCA input:
```
! wB97M-V def2-TZVPD RIJCOSX def2/J DEFGRID3
* xyz 0 1
C -0.055 1.763 0.099
C -0.444 -1.767 -0.085
N 0.064 0.437 -0.383
O -0.512 -0.443 0.410
Cl 2.508 -0.049 -0.002
H 0.851 2.302 -0.166
H -0.884 2.219 -0.458
H -0.255 1.828 1.169
H -1.314 -2.291 0.308
H 0.477 -2.227 0.282
H -0.436 -1.771 -1.175
*
```

Summary:
Highest occupied orbital energy (spin up / spin down) in eV: -9.802 / -9.233
HOMO-LUMO gap (spin up / spin down) in Ha: 0.3193 / 0.2686
E in eV: -18227.5566
Relative energy (zero: lowest compared OMol25 entry of this formula, charge and spin) in eV: 4.004
Largest force on an atom in hartree/bohr: 0.047


Record 11
Molecular formula: C2H6ClNO
Method: DFT, ωB97M-V/def2-TZVPD

Geometry as ORCA input:
```
! wB97M-V def2-TZVPD RIJCOSX def2/J DEFGRID3
* xyz 0 1
C -0.396 -0.820 0.367
C 0.399 0.378 0.097
N 0.097 1.157 -1.107
O 0.451 1.178 1.118
Cl 2.378 -0.298 -0.154
H -0.345 -1.517 -0.470
H -0.173 -1.191 1.409
H -1.362 -0.286 0.515
H 0.542 1.970 -0.878
H 0.596 0.590 -1.795
H 0.317 0.677 1.962
*
```

Summary:
Highest occupied orbital energy in eV: -9.935
SMILES string: C[C@@](N)(O)Cl
HOMO-LUMO gap in Ha: 0.3861
E in eV: -18230.8969
Relative energy (zero: lowest compared OMol25 entry of this formula, charge and spin) in eV: 0.664
Largest force on an atom in hartree/bohr: 0.096


Record 12
Molecular formula: C2H6ClNO3P
Method: DFT, ωB97M-V/def2-TZVPD

Geometry as ORCA input:
```
! wB97M-V def2-TZVPD RIJCOSX def2/J DEFGRID3
* xyz -1 1
C -1.111 -0.280 1.165
C 0.192 -0.920 0.597
N 2.565 -0.971 -2.816
O 3.364 1.185 0.650
O 3.104 -1.363 1.185
O 1.089 0.059 0.167
P 2.693 -0.151 0.450
Cl 1.468 -0.245 -3.814
H -2.003 -0.987 1.001
H -1.114 -0.163 2.326
H -1.294 0.544 0.483
H -0.193 -1.394 -0.426
H 0.628 -1.638 1.223
H 2.434 -1.983 -2.872
*
```

Summary:
Highest occupied orbital energy (spin up / spin down) in eV: -3.305 / -2.339
HOMO-LUMO gap (spin up / spin down) in Ha: 0.2399 / 0.1916
E in eV: -31614.8261
Relative energy (zero: lowest compared OMol25 entry of this formula, charge and spin) in eV: 3.804
Largest force on an atom in hartree/bohr: 0.093


Please write out number 11 again, unchanged.
Molecular formula: C2H6ClNO
Method: DFT, ωB97M-V/def2-TZVPD

Geometry as ORCA input:
```
! wB97M-V def2-TZVPD RIJCOSX def2/J DEFGRID3
* xyz 0 1
C -0.396 -0.820 0.367
C 0.399 0.378 0.097
N 0.097 1.157 -1.107
O 0.451 1.178 1.118
Cl 2.378 -0.298 -0.154
H -0.345 -1.517 -0.470
H -0.173 -1.191 1.409
H -1.362 -0.286 0.515
H 0.542 1.970 -0.878
H 0.596 0.590 -1.795
H 0.317 0.677 1.962
*
```

Summary:
Highest occupied orbital energy in eV: -9.935
SMILES string: C[C@@](N)(O)Cl
HOMO-LUMO gap in Ha: 0.3861
E in eV: -18230.8969
Relative energy (zero: lowest compared OMol25 entry of this formula, charge and spin) in eV: 0.664
Largest force on an atom in hartree/bohr: 0.096


Q: Which formula does entry 9 have?
A: C2H6ClN3O


Q: The lowest largest force on an atom belongs to which entry?
A: C2H6Cl2O


Copy entry 4 word for word.
Molecular formula: C2H6ClCuFNO3PS
Method: DFT, ωB97M-V/def2-TZVPD

Geometry as ORCA input:
```
! wB97M-V def2-TZVPD RIJCOSX def2/J DEFGRID3
* xyz 1 1
C 2.140 0.867 0.335
C 0.863 0.397 -0.381
N -0.117 -0.058 0.679
P -1.569 0.943 0.866
O -2.357 0.884 -0.579
Cl -0.724 2.805 0.888
S -0.470 -1.651 0.505
O -0.930 -1.978 -0.821
O 0.682 -2.358 0.815
F -1.535 -2.033 1.512
H 2.862 0.056 0.387
H 1.916 1.175 1.351
H 2.572 1.687 -0.235
H 0.441 1.180 -1.003
H 1.131 -0.461 -0.992
H -3.135 0.320 -0.426
Cu -1.770 -1.775 -2.901
*
```

Summary:
Highest occupied orbital energy in eV: -13.317
HOMO-LUMO gap in Ha: 0.2562
E in eV: -89799.7481
Relative energy (zero: lowest compared OMol25 entry of this formula, charge and spin) in eV: 0.767
Largest force on an atom in hartree/bohr: 0.053